# 1
Here is the molecule C6H12O at a distorted geometry from the Open Molecules 2025 dataset. Energies are from ωB97M-V/def2-TZVPD.

Values from the calculation:
Calculated total energy   -310.893070 Ha
Gap between HOMO and LUMO (spin up / spin down)   7.714 / 8.173 eV
ΔE to the lowest compared entry with this formula, charge and spin   436.36 kJ/mol
Max |F|   3.144 eV/Å

ORCA input file:
```
! RIJCOSX wB97M-V def2-TZVPD def2/J DEFGRID3
* xyz 0 1
C -1.658 1.804 0.177
C -1.383 0.369 0.491
C 0.040 -2.533 -0.354
O 0.649 -1.458 -0.867
C 1.121 -0.497 -0.047
C 1.576 0.695 -0.849
C -0.172 -0.079 1.029
H -1.576 2.009 -0.903
H -0.944 2.469 0.679
H -2.671 2.109 0.470
H -2.132 -0.371 0.216
H 0.554 -3.037 0.468
H -0.375 -3.163 -1.134
H 1.866 -0.874 0.664
H 2.438 0.450 -1.476
H 1.852 1.513 -0.177
H 0.760 1.036 -1.495
H 0.345 0.659 1.658
H -0.288 -1.101 1.451
*
```

---

# 2
Here is the molecule C3H3BrS at a distorted geometry from the Open Molecules 2025 dataset. Energies are from ωB97M-V/def2-TZVPD.

Values from the calculation:
Calculated total energy   -3088.238634 Ha
Gap between HOMO and LUMO   7.383 eV
Structure (SMILES)   S=C/C=C\Br
ΔE to the lowest compared entry with this formula, charge and spin   26.76 kJ/mol
Max |F|   2.279 eV/Å

ORCA input file:
```
! RIJCOSX wB97M-V def2-TZVPD def2/J DEFGRID3
* xyz 0 1
S 0.735 2.173 -0.036
C -0.554 1.142 0.046
C -0.514 -0.298 -0.070
C 0.572 -1.074 -0.024
Br 2.347 -0.647 -0.019
H -1.437 1.726 0.398
H -1.454 -0.965 0.023
H 0.306 -2.058 -0.317
*
```